Molecular formula: C21H17Cl3GaGeN7
Method: DFT, wB97M-V/def2-TZVPD

Calculated total energy in eV: -178924.924
Strongest force on any atom in eV/Å: 0.3
Energy above the lowest of the compared OMol25 structures with the same formula, charge and spin in kJ/mol: 0.0
Frontier orbital gap (spin up / spin down) in eV: 8.041 / 7.017

Geometry as ORCA input:
```
! RIJCOSX wB97M-V def2-TZVPD def2/J DEFGRID3
* xyz 3 2
Ga 0.258 0.059 -0.170
C 1.072 -3.053 -3.082
C -0.209 -3.455 -3.423
C -1.299 -2.821 -2.836
C -1.077 -1.808 -1.927
N 0.176 -1.428 -1.593
C 1.223 -2.034 -2.162
C -2.160 -1.038 -1.263
C -3.522 -1.185 -1.454
C -4.376 -0.332 -0.764
C -3.873 0.648 0.085
C -2.500 0.742 0.231
N -1.705 -0.103 -0.427
C -1.756 1.727 1.059
C -2.363 2.684 1.846
C -1.570 3.549 2.590
C -0.192 3.432 2.522
C 0.351 2.457 1.706
N -0.410 1.623 0.992
H 1.943 -3.515 -3.524
H -0.364 -4.248 -4.141
H -2.305 -3.117 -3.097
H 2.204 -1.678 -1.874
H -3.922 -1.932 -2.123
H -5.446 -0.426 -0.897
H -4.545 1.315 0.605
H -3.440 2.757 1.892
H -2.028 4.302 3.217
H 0.458 4.089 3.084
H 1.422 2.338 1.610
N 1.972 -2.070 2.859
C 0.736 -2.572 3.181
C -0.138 -2.039 2.281
N 0.559 -1.228 1.421
C 1.832 -1.266 1.796
C 2.759 -0.455 1.031
N 2.244 0.283 0.049
C 3.289 0.950 -0.555
C 4.439 0.605 0.081
N 4.083 -0.280 1.075
H 2.825 -2.288 3.355
H 0.591 -3.252 4.003
H -1.200 -2.195 2.200
H 3.142 1.616 -1.387
H 5.462 0.902 -0.079
H 4.732 -0.712 1.717
Cl 1.529 4.297 -4.100
Ge 0.109 3.856 -2.604
Cl 0.571 4.699 -0.691
Cl 0.418 1.601 -2.314
*
```